Computed, not measured: C3H8ClCoO as an isolated structure at a distorted geometry, with ωB97M-V/def2-TZVPD.

Structure (XYZ):
```
14
Properties=species:S:1:pos:R:3:lowdin_spin:R:1
Co 4.421 3.978 0.714 3.683
Cl 2.615 2.411 -0.006 0.299
C -1.183 -1.393 -1.039 0.000
C -0.522 -0.122 -0.333 0.001
C -0.555 -0.260 1.209 0.001
O 0.845 -0.122 -0.580 0.009
H -1.770 -2.000 -0.350 0.000
H -0.400 -2.094 -1.326 0.000
H -1.854 -1.114 -1.852 0.000
H -0.962 0.751 -0.816 0.000
H -0.183 0.671 1.637 0.001
H -0.015 -1.094 1.656 0.000
H -1.584 -0.393 1.545 0.000
H 1.147 0.782 -0.460 0.006
```

Total charge   0
2S+1   5
DFT total energy   -2037.14582 hartree
Lowest unoccupied orbital energy (alpha / beta)   0.04 / -3.15 eV
Orbital gap (alpha / beta)   8.814 / 6.251 eV
Expectation value of S²   6.01

Computed, not measured: C3H8ClFNP as an isolated structure at a distorted geometry, with ωB97M-V/def2-TZVPD.

Structure (XYZ):
```
15
Properties=species:S:1:pos:R:3:lowdin_charge:R:1
C -0.919 1.434 0.144 -0.167
C -0.349 -1.089 0.363 -0.133
C 2.590 -0.673 -0.288 -0.802
N 0.027 0.326 0.204 -0.440
F 2.003 1.792 -0.641 -0.326
P 1.742 0.783 0.602 0.885
Cl 4.237 -0.327 0.102 0.518
H -1.502 1.437 -0.741 0.054
H -1.654 1.625 1.005 0.097
H -0.248 2.303 0.004 0.054
H -0.975 -1.335 -0.526 0.089
H 0.560 -1.592 0.416 0.008
H -1.029 -1.229 1.287 0.103
H 2.583 -1.607 0.125 -0.031
H 2.379 -0.615 -1.414 0.090
```

Relative energy (zero: lowest compared OMol25 entry of this formula, charge and spin)   0.0 kcal per mole
Total charge   0
2S+1   1
DFT total energy   -1075.24907 hartree
Lowest unoccupied orbital energy   0.86 eV
Orbital gap   9.278 eV

Computed, not measured: an isolated ion of composition C3H8ClIN3 and charge +1 at a distorted geometry, with ωB97M-V/def2-TZVPD.

Structure (XYZ):
```
16
Properties=species:S:1:pos:R:3:lowdin_spin:R:1
C -1.258 1.082 0.109 0.015
C 0.129 0.583 0.479 0.065
C 1.180 0.210 -0.706 0.418
N -2.172 0.311 0.417 0.023
N -0.013 -0.765 1.193 0.009
N 0.788 -1.123 -1.156 0.030
Cl -1.318 2.729 -0.404 0.006
I 3.129 0.154 0.123 1.366
H 0.661 1.099 1.209 0.022
H 1.120 0.817 -1.528 0.017
H -3.135 0.643 0.176 0.002
H 0.475 -0.877 2.026 0.007
H -1.040 -1.020 1.134 0.000
H 1.331 -1.321 -2.000 0.006
H -0.199 -1.126 -1.473 0.010
H 0.322 -1.399 0.401 0.003
```

Relative energy (zero: lowest compared OMol25 entry of this formula, charge and spin)   42.9 kcal per mole
Total charge   +1
2S+1   3
DFT total energy   -1040.82402 hartree
Lowest unoccupied orbital energy (alpha / beta)   -3.04 / -7.63 eV
Orbital gap (alpha / beta)   6.311 / 6.616 eV
Expectation value of S²   2.00

Computed, not measured: a 2-piece molecular cluster, C3H8ClN3 overall at a distorted geometry, with ωB97M-V/def2-TZVPD.

Structure (XYZ):
```
15
Properties=species:S:1:pos:R:3:lowdin_charge:R:1
C -1.562 -1.020 -0.022 -0.060
C 0.630 -0.187 0.826 -0.095
C 3.102 -0.837 0.131 -0.309
N -2.244 -1.500 -1.069 0.232
N 0.267 0.623 1.713 0.221
N -0.350 -0.466 -0.124 0.063
Cl 3.959 0.423 -0.419 0.931
H -1.973 -1.202 0.992 0.187
H 2.531 -1.418 -0.470 0.006
H 3.135 -1.156 1.119 0.039
H -3.154 -2.016 -0.965 0.193
H -1.849 -1.286 -1.939 0.118
H 0.900 1.065 2.388 0.170
H -0.581 1.094 1.472 0.139
H 0.006 -0.409 -1.069 0.165
```

Relative energy (zero: lowest compared OMol25 entry of this formula, charge and spin)   65.1 kcal per mole
Total charge   +2
2S+1   1
DFT total energy   -742.79868 hartree
Lowest unoccupied orbital energy   -9.81 eV
Orbital gap   8.318 eV